(1)
# C5H14NO2

A 2-piece molecular cluster, C5H14NO2 overall (ωB97M-V with the def2-TZVPD basis set, OMol25).

Structure (XYZ):
```
22
Properties=species:S:1:pos:R:3
C -0.1937 0.5169 -2.8118
O 1.1948 0.2769 -2.9735
C -0.6508 -0.2990 -1.6177
C 0.1832 0.0394 -0.3714
C -0.1945 -0.8079 0.8133
C 0.0023 -2.1022 0.9821
N -0.8477 -0.0548 1.9090
H -0.3998 1.5801 -2.6420
H -0.7429 0.2207 -3.7059
H 1.4733 0.6934 -3.7989
H -0.5230 -1.3524 -1.8676
H -1.7022 -0.0795 -1.4219
H 1.2370 -0.1172 -0.5949
H 0.0635 1.0968 -0.1218
H 0.5075 -2.6373 0.1901
H -0.2962 -2.6411 1.8656
H -1.6530 0.4861 1.6001
H -0.1731 0.6246 2.3370
H -1.1453 -0.7015 2.6312
H 1.6638 1.2018 3.6111
H 1.1646 2.5099 2.9775
O 1.0323 1.5465 3.0103
```

As for the HOMO-LUMO gap: 10.15 eV. Its LUMO energy is -3.163 eV. Its charge is +1. The HOMO energy is -13.311 eV.

Atom charges from the Löwdin analysis, given in e for atoms 1 to 6: -0.269 -0.062 -0.168 -0.147 -0.296 0.121


(2)
# C5H14NO2

A 2-piece molecular cluster, C5H14NO2 overall (ωB97M-V with the def2-TZVPD basis set, OMol25).

Structure (XYZ):
```
22
Properties=species:S:1:pos:R:3
O -0.9876 2.2880 0.2344
C -0.9908 1.1223 0.5319
C -0.4269 0.0336 -0.3406
C 0.9287 -0.3705 0.2583
C 1.4327 -1.7461 -0.1605
C 2.0231 0.7036 0.1160
N -0.2688 0.7015 -1.7205
H -1.4854 0.8305 1.4611
H -1.0721 -0.8265 -0.4541
H 0.6728 -0.5537 1.3038
H 2.2471 -2.0987 0.4749
H 1.8195 -1.8613 -1.1761
H 0.6808 -2.5090 0.0364
H 1.6450 1.6571 0.4901
H 2.4097 0.7734 -0.9001
H 2.8173 0.4227 0.7980
H -1.0672 1.3026 -1.9247
H 0.6154 1.2083 -1.6819
H -0.2390 -0.0354 -2.4237
H -2.1879 -2.7015 0.7309
H -2.3504 -1.9399 1.9248
O -1.6941 -2.0168 1.2131
```

As for the HOMO-LUMO gap: 11.11 eV. Its LUMO energy is -3.377 eV. Its charge is +1. The HOMO energy is -14.492 eV.

Atom charges from the Löwdin analysis, given in e for atoms 1 to 6: 0.102 -0.199 -0.217 -0.379 -0.059 -0.035


(3)
# C5H14NO2

A 2-piece molecular cluster, C5H14NO2 overall (ωB97M-V with the def2-TZVPD basis set, OMol25).

Structure (XYZ):
```
22
Properties=species:S:1:pos:R:3
O 2.0809 -0.3373 1.6573
C 1.5001 -1.2543 0.7382
C 0.8926 -0.3801 -0.3480
N -0.0220 0.5704 0.3606
C -1.4078 -0.0344 0.3832
C -1.3089 -1.3449 -0.4408
C -0.0394 -1.1498 -1.2638
H 2.7318 -0.7569 2.2317
H 2.2301 -1.9401 0.3302
H 0.7199 -1.8361 1.2300
H 1.7227 0.0999 -0.8564
H 0.3292 0.8608 1.2758
H -0.1364 1.4448 -0.1544
H -2.1147 0.6675 -0.0571
H -1.7372 -0.2187 1.4013
H -2.1591 -1.5344 -1.0851
H -1.2056 -2.1334 0.2869
H 0.4019 -2.0969 -1.5442
H -0.2143 -0.6122 -2.1879
H -0.3818 4.5443 -1.1063
H -1.3735 3.7269 -0.2127
O -0.5085 3.7150 -0.6385
```

As for the HOMO-LUMO gap: 11.97 eV. Its LUMO energy is -2.798 eV. Its charge is +1. The HOMO energy is -14.765 eV.

Atom charges from the Löwdin analysis, given in e for atoms 1 to 6: -0.045 -0.185 -0.236 0.112 -0.072 -0.127


Stability check: which of them is least stable? (2).


(1)
# C5H14NO2

A 2-piece molecular cluster, C5H14NO2 overall (ωB97M-V with the def2-TZVPD basis set, OMol25).

Structure (XYZ):
```
22
Properties=species:S:1:pos:R:3
C -0.7617 2.1170 0.9843
C 2.0587 -0.2061 -1.6611
C -0.7005 -0.1027 0.0624
C -0.0809 0.6371 1.1323
C 0.7384 -0.8879 -2.1397
N -1.2364 -1.5299 0.4323
O -0.2420 -0.0031 2.3525
O 0.5360 -2.2261 -2.0470
H -0.5552 2.7052 1.8996
H -1.8891 2.1075 0.8436
H -0.2863 2.5790 0.1812
H 2.8639 -0.8753 -1.1556
H 2.6297 0.1293 -2.5663
H 1.8735 0.6705 -1.0616
H -1.2949 0.5302 -0.6604
H 0.9088 0.7684 0.9348
H 0.0052 -0.1555 -2.5099
H -1.3171 -2.1975 -0.3166
H -2.1845 -1.5290 0.7861
H -0.5774 -2.0199 1.1824
H 0.2677 0.4251 3.0659
H 1.3632 -2.6254 -1.6257
```

As for the HOMO-LUMO gap (spin up / spin down): 6.82 / 8.86 eV. Its LUMO energy (spin up / spin down) is -4.133 / -3.291 eV. Its charge is +1. The HOMO energy (spin up / spin down) is -10.955 / -12.148 eV.

Atom charges from the Löwdin analysis, given in e for atoms 1 to 6: -0.007 -0.072 -0.073 -0.464 -0.147 0.179


(2)
# C5H14NO2

A 2-piece molecular cluster, C5H14NO2 overall (ωB97M-V with the def2-TZVPD basis set, OMol25).

Structure (XYZ):
```
22
Properties=species:S:1:pos:R:3
O -0.9381 -1.2835 4.4021
C -1.3289 -0.8704 3.3570
C -0.5103 -0.7748 2.0858
C -1.1823 -1.6416 0.9956
H -2.3807 -0.5415 3.2186
H 0.4737 -1.1887 2.3257
H -0.3664 0.2737 1.8190
H -1.0948 -2.6976 1.2228
H -0.7149 -1.3998 0.0438
H -2.2310 -1.3378 0.9657
C 1.1558 0.0598 -1.2796
O 2.4613 -0.1318 -0.8091
C 1.2092 1.4457 -1.9266
N -0.1704 1.8643 -2.3961
H 0.4214 0.1918 -0.4751
H 0.8249 -0.7519 -1.9319
H 2.4668 -0.8834 -0.2040
H 1.5141 2.1837 -1.1895
H 1.8769 1.4802 -2.7839
H -0.7920 1.9174 -1.5908
H -0.5771 1.2632 -3.1111
H -0.1170 2.8230 -2.7382
```

As for the HOMO-LUMO gap: 8.14 eV. Its LUMO energy is -4.153 eV. Its charge is +1. The HOMO energy is -12.298 eV.

Atom charges from the Löwdin analysis, given in e for atoms 1 to 6: 0.091 -0.297 -0.220 -0.087 0.127 0.112


Stability check: which of them is least stable? (1).


(1)
# C6H5FN2O

One molecule with the formula C6H5FN2O (ωB97M-V with the def2-TZVPD basis set, OMol25).

Structure (XYZ):
```
15
Properties=species:S:1:pos:R:3
C 0.9196 -1.6717 0.0502
N 0.3555 -0.3521 -0.1180
C 1.2676 0.7359 0.1759
O 2.4366 0.5991 0.3603
C 0.3569 1.9846 0.1401
C -0.8957 1.6800 -0.0942
C -0.9307 0.0017 -0.4074
F -1.2906 -0.1019 -1.7287
C -1.9196 -0.7220 0.3127
N -2.3650 -1.5500 0.9793
H 0.6563 -2.1945 0.8783
H 0.5907 -2.2295 -0.7799
H 1.9143 -1.3734 0.1901
H 0.7599 3.0121 0.2193
H -1.8557 2.1817 -0.1778
```

As for the HOMO-LUMO gap: 10.35 eV. Its LUMO energy is -0.072 eV. As for the structure (SMILES): CN1C(=O)C=C[C@]1(F)C#N. Its charge is 0. The HOMO energy is -10.426 eV.

Atom charges from the Löwdin analysis, given in e for atoms 1 to 6: 0.014 -0.031 -0.354 0.124 0.018 0.085


(2)
# C6H5FN2O

A 2-piece molecular cluster, C6H5FN2O overall (ωB97M-V with the def2-TZVPD basis set, OMol25).

Structure (XYZ):
```
15
Properties=species:S:1:pos:R:3
C -2.8087 -0.6929 0.6184
C -1.7650 -0.2165 -0.0879
N -0.7455 -0.9508 -0.5374
C 0.2415 -1.4501 0.0889
F 0.2682 -1.4029 1.5091
C 1.3275 -1.9824 -0.5681
N 2.2382 -2.5615 -0.9666
H -3.6358 -0.0347 0.7901
H -3.0444 -1.6651 0.7242
H -1.7081 0.8119 -0.4787
C 3.1717 0.1656 0.9522
C 2.1919 0.8637 0.5675
O 1.1855 1.3940 0.2451
H 3.8190 -0.1460 0.1627
H 3.9348 0.3408 1.6801
```

As for the HOMO-LUMO gap: 8.97 eV. Its LUMO energy is -0.560 eV. As for the structure (SMILES): C=C/N=C(\F)C#N.C=C=O. Its charge is 0. The HOMO energy is -9.530 eV.

Atom charges from the Löwdin analysis, given in e for atoms 1 to 6: 0.053 -0.222 0.137 -0.303 0.044 -0.148


Stability check: which of them is least stable? (2).


(1)
# C2H6N6

A 3-piece molecular cluster, C2H6N6 overall (ωB97M-V with the def2-TZVPD basis set, OMol25).

Structure (XYZ):
```
14
Properties=species:S:1:pos:R:3
C 0.2620 -0.1325 0.9169
C -0.8268 -0.6056 -1.1570
H 0.3746 2.6819 0.4964
H 2.4608 2.1661 1.9672
H 0.0165 -2.1909 1.5125
H -2.1204 -1.7487 -0.5063
H -0.8996 0.4032 -2.7130
H 0.4819 0.8189 -0.6159
N 1.6091 1.6572 0.8387
N 1.2068 0.4430 1.5199
N -0.3136 -1.4223 0.9065
N -0.9602 -1.7667 -0.3875
N -0.8569 -0.5741 -2.5663
N -0.4341 0.2706 -0.2120
```

As for the HOMO-LUMO gap: 8.22 eV. Its LUMO energy is -0.550 eV. Its charge is 0. The HOMO energy is -8.775 eV.

Atom charges from the Löwdin analysis, given in e for atoms 1 to 6: -0.466 -0.480 0.205 0.215 0.144 0.217


(2)
# C2H6N6

One molecule with the formula C2H6N6 (ωB97M-V with the def2-TZVPD basis set, OMol25).

Structure (XYZ):
```
14
Properties=species:S:1:pos:R:3
H 2.1637 2.5636 -0.0933
N 1.2470 1.9285 -0.3010
C 1.4527 0.6591 -0.0935
N 2.5113 -0.1586 0.4351
N 2.0104 -1.2812 0.2544
N 0.5269 -1.4278 -0.3401
N 0.1642 -0.0775 -0.4202
N -0.8484 0.3124 0.5237
C -2.1038 -0.0070 0.0008
H 0.8438 -2.0114 -1.3733
H -0.6675 0.0378 1.5419
H -2.8743 0.3189 0.8113
H -2.1582 0.1908 -1.1410
H -2.2679 -1.0475 0.1952
```

As for the HOMO-LUMO gap: 8.56 eV. Its LUMO energy is -0.381 eV. As for the structure (SMILES): [H]/N=c1\nn[nH]n1NC. Its charge is 0. The HOMO energy is -8.946 eV.

Atom charges from the Löwdin analysis, given in e for atoms 1 to 6: 0.113 0.126 -0.427 0.084 -0.001 -0.014


Stability check: which of them is least stable? (1).


(1)
# C2H2F2O2

C2H2F2O2 as an isolated structure (ωB97M-V with the def2-TZVPD basis set, OMol25).

Structure (XYZ):
```
8
Properties=species:S:1:pos:R:3
C -0.0149 0.4532 -0.1021
C 0.6748 -0.6423 0.0583
O 0.5149 1.5942 -0.4403
O -0.3907 -1.9889 0.7871
F -1.3804 0.3651 -0.1433
F 1.9969 -0.5932 0.0569
H -0.1627 2.2428 -0.9067
H -1.2378 -1.4309 0.6902
```

As for the HOMO-LUMO gap: 9.64 eV. Its LUMO energy is 0.154 eV. Its charge is 0. The HOMO energy is -9.485 eV.

Atom charges from the Löwdin analysis, given in e for atoms 1 to 6: -0.416 -0.062 0.120 -0.097 0.069 0.122


(2)
# C2H2F2O2

A 2-piece molecular cluster, C2H2F2O2 overall (ωB97M-V with the def2-TZVPD basis set, OMol25).

Structure (XYZ):
```
8
Properties=species:S:1:pos:R:3
C -0.6793 -0.4699 -0.2860
C 0.3531 0.3629 -0.2280
O -1.2916 -0.9129 -1.3977
O 1.4073 0.6232 2.0815
F -0.9267 -1.2708 0.7452
F 0.8088 1.3195 -0.9183
H -2.0036 -0.2862 -1.6828
H 2.3320 0.6342 1.6861
```

As for the HOMO-LUMO gap (spin up / spin down): 7.90 / 7.90 eV. Its LUMO energy (spin up / spin down) is -2.262 / -2.262 eV. Its charge is 0. The HOMO energy (spin up / spin down) is -10.161 / -10.160 eV.

Atom charges from the Löwdin analysis, given in e for atoms 1 to 6: -0.406 0.059 0.115 -0.207 0.124 0.176


Stability check: which of them is least stable? (2).


(1)
# CH6NS2

An isolated ion of composition CH6NS2 and charge +1 (ωB97M-V with the def2-TZVPD basis set, OMol25).

Structure (XYZ):
```
10
Properties=species:S:1:pos:R:3
N 0.5186 -0.7779 -0.2931
C -0.5395 0.3435 0.3181
S 0.0728 1.9467 -0.2195
S -2.2042 -0.0814 0.0896
H 0.8667 -1.2205 0.5047
H 1.1871 -0.2674 -0.8616
H -0.1734 -1.4713 -0.7875
H -0.4284 0.3316 1.4322
H 0.3821 2.4713 0.9815
H -2.1290 -0.1233 -1.2411
```

As for the HOMO-LUMO gap: 10.20 eV. Its LUMO energy is -3.928 eV. As for the structure (SMILES): [NH3+]C(S)S. Its charge is +1. The HOMO energy is -14.125 eV.

Atom charges from the Löwdin analysis, given in e for atoms 1 to 6: 0.146 -1.043 0.775 0.824 0.114 0.117


(2)
# CH6NS2

An isolated ion of composition CH6NS2 and charge +1 (ωB97M-V with the def2-TZVPD basis set, OMol25).

Structure (XYZ):
```
10
Properties=species:S:1:pos:R:3
N 1.1733 0.3425 -0.1424
C -0.0482 -0.4741 0.2006
S -0.8137 0.2629 1.6969
S -1.0441 -0.5454 -1.3199
H 1.2412 0.4184 -1.2403
H 2.0393 -0.1664 0.0198
H 1.2794 1.3245 0.1924
H 0.1919 -1.5813 0.4363
H -1.9796 0.0834 0.9774
H -2.0395 0.3354 -0.8209
```

As for the HOMO-LUMO gap: 10.04 eV. Its LUMO energy is -4.395 eV. As for the structure (SMILES): [NH3+]C(S)S. Its charge is +1. The HOMO energy is -14.434 eV.

Atom charges from the Löwdin analysis, given in e for atoms 1 to 6: 0.060 -1.016 0.770 0.767 0.176 0.156


Stability check: which of them is least stable? (2).